[1]
Computed, not measured: 12 unconnected molecules or ions with the total composition C29H82O12 at a distorted geometry, with the ωB97M-V functional and the def2-TZVPD basis.

```
123
Properties=species:S:1:pos:R:3:mulliken_charge:R:1
C -2.825 -3.634 -0.894 -0.322
C -3.029 -5.096 -1.114 0.514
C -3.808 -5.856 0.011 -1.503
O -3.732 -5.249 -2.323 -0.586
H -3.790 -3.159 -0.716 0.222
H -2.374 -3.207 -1.789 -0.109
H -2.142 -3.351 -0.093 0.156
H -2.095 -5.630 -1.292 0.241
H -3.306 -5.895 0.977 0.339
H -4.041 -6.891 -0.241 0.385
H -4.809 -5.466 0.196 0.358
H -3.122 -4.923 -2.989 0.313
C -6.725 0.782 -2.880 -1.574
C -5.579 0.009 -2.137 0.478
C -4.765 -1.032 -2.933 -0.716
O -4.750 0.993 -1.525 -0.402
H -6.371 1.393 -3.711 0.323
H -7.290 1.410 -2.192 0.475
H -7.477 0.130 -3.325 0.389
H -6.069 -0.567 -1.352 0.132
H -3.810 -1.084 -2.410 -0.162
H -4.403 -0.659 -3.892 0.394
H -5.281 -1.989 -3.021 0.416
H -5.312 1.685 -1.168 0.255
C 7.344 0.612 2.660 -1.442
C 6.175 1.134 3.489 0.281
C 4.862 1.470 2.729 -0.634
O 5.888 0.245 4.543 -0.596
H 7.010 -0.199 2.014 0.334
H 8.142 0.202 3.278 0.390
H 7.747 1.380 2.000 0.351
H 6.469 2.046 4.009 0.281
H 4.268 0.659 2.309 0.245
H 5.163 2.093 1.887 0.236
H 4.308 2.110 3.416 0.213
H 5.404 0.760 5.192 0.329
C 1.369 0.374 -0.177 -1.045
C 0.011 -0.338 -0.037 2.418
C -0.962 0.063 -1.144 -0.225
O 0.182 -1.739 -0.033 -0.246
H 1.991 0.172 0.695 0.223
H 1.282 1.460 -0.216 0.070
H 1.891 0.061 -1.080 0.168
H -0.368 -0.088 0.954 -1.098
H -0.648 -0.224 -2.148 -0.075
H -1.089 1.145 -1.174 -0.420
H -1.938 -0.406 -1.024 0.259
H 0.290 -1.944 0.899 0.258
C 2.035 -3.775 3.030 -1.505
C 1.175 -2.810 3.817 0.795
C 1.890 -2.066 4.982 -1.092
O 0.676 -1.982 2.822 -0.244
H 2.800 -3.218 2.490 0.300
H 1.475 -4.363 2.304 0.337
H 2.596 -4.323 3.787 0.458
H 0.322 -3.412 4.130 0.227
H 1.332 -1.197 5.329 0.128
H 2.871 -1.645 4.758 0.270
H 2.099 -2.700 5.843 0.438
H 0.195 -1.326 3.332 -0.092
C 1.863 -4.397 -3.635 -1.329
C 1.345 -3.264 -2.746 0.643
O 1.523 -3.561 -1.415 -0.606
H 2.947 -4.321 -3.726 0.316
H 1.436 -4.394 -4.638 0.284
H 1.600 -5.380 -3.246 0.360
H 0.315 -2.981 -2.961 -0.144
H 1.902 -2.331 -2.831 0.081
H 1.207 -2.893 -0.803 0.473
C 0.939 2.389 4.092 -0.437
C 0.045 1.417 4.868 -0.518
O -0.467 0.498 3.966 -0.430
H 0.470 2.800 3.198 -0.064
H 1.873 1.932 3.764 0.050
H 1.217 3.290 4.639 0.511
H -0.813 1.919 5.315 0.288
H 0.558 0.942 5.704 0.436
H -0.976 0.972 3.305 0.066
C -2.665 4.092 -0.414 -0.939
C -1.170 4.321 -0.655 -0.155
O -0.487 3.377 0.097 -0.526
H -3.318 4.831 -0.877 0.511
H -2.846 4.084 0.661 0.194
H -2.952 3.110 -0.790 0.014
H -0.949 5.370 -0.456 0.454
H -0.876 4.183 -1.696 0.199
H 0.437 3.624 0.173 0.049
C -1.545 -0.952 -4.750 -0.560
C -0.296 -1.381 -5.574 -0.589
O -0.335 -2.766 -5.968 -0.582
H -2.389 -1.477 -5.198 0.433
H -1.635 0.129 -4.855 0.382
H -1.542 -1.279 -3.710 -0.254
H 0.616 -1.066 -5.068 0.310
H -0.221 -0.816 -6.503 0.538
H 0.536 -2.919 -6.343 0.315
C 2.767 4.830 2.282 -1.420
C 3.093 3.839 1.097 0.333
O 2.242 4.067 0.035 -0.561
H 1.767 4.734 2.705 0.197
H 2.944 5.846 1.930 0.433
H 3.461 4.716 3.115 0.359
H 2.935 2.815 1.435 -0.156
H 4.114 3.982 0.744 0.614
H 2.761 3.863 -0.746 0.225
C -3.305 0.070 2.432 -1.355
C -3.130 1.369 1.633 0.320
O -1.871 1.864 2.021 -0.468
H -4.276 -0.389 2.245 0.466
H -3.165 0.196 3.506 0.309
H -2.601 -0.682 2.076 0.112
H -3.857 2.127 1.926 0.364
H -3.124 1.244 0.551 0.033
H -1.443 2.306 1.285 0.176
C 1.571 2.127 -3.769 -0.999
C 1.912 3.430 -3.023 0.343
O 3.188 3.365 -2.385 -0.636
H 1.591 1.286 -3.076 0.077
H 2.188 1.907 -4.640 0.508
H 0.583 2.176 -4.228 0.337
H 1.146 3.431 -2.247 -0.339
H 1.896 4.281 -3.704 0.338
H 3.914 3.153 -2.977 0.308
```

Summary:
HOMO-LUMO gap, eV: 9.31
Energy above the lowest of the compared OMol25 structures with the same formula, charge and spin, kJ/mol: 130.0
Energy, eV: -55970.443
Structure (SMILES): CC(C)O.CC(C)O.CC(C)O.CC(C)O.CC(C)O.CCO.CCO.CCO.CCO.CCO.CCO.CCO
Highest occupied orbital energy, eV: -8.96

***

[2]
Computed, not measured: C6H10N2O2S in the gas phase at a distorted geometry, with the ωB97M-V functional and the def2-TZVPD basis.

```
21
Properties=species:S:1:pos:R:3:mulliken_charge:R:1
C -1.791 3.273 0.056 -0.819
S -2.620 1.668 0.120 -0.080
C -1.197 0.490 -0.132 -0.687
C -0.275 0.477 1.128 -0.723
C 0.929 -0.372 0.943 0.166
N 1.811 0.028 -0.154 -0.127
C 2.120 -1.006 -1.019 0.247
O 2.899 -0.996 -1.938 -0.595
N 1.315 -2.100 -0.662 -0.006
C 0.536 -1.857 0.451 0.300
O -0.292 -2.560 1.001 -0.595
H -1.187 3.423 0.955 0.248
H -1.159 3.335 -0.847 0.261
H -2.505 4.072 0.058 0.356
H -1.661 -0.449 -0.430 0.365
H -0.602 0.830 -1.003 0.256
H 0.000 1.521 1.419 0.416
H -0.888 0.125 1.985 0.305
H 1.546 -0.448 1.859 0.282
H 2.461 0.780 -0.095 0.231
H 1.251 -2.941 -1.173 0.197
```

Summary:
HOMO-LUMO gap, eV: 9.33
Energy above the lowest of the compared OMol25 structures with the same formula, charge and spin, kJ/mol: 0.0
Energy, eV: -24295.808
Structure (SMILES): CSCC[C@@H]1NC(=O)NC1=O
Highest occupied orbital energy, eV: -8.73

***

[3]
Computed, not measured: 3 unconnected molecules or ions with the total composition C25H36FI2NO5 at a distorted geometry, with the ωB97M-V functional and the def2-TZVPD basis.

```
70
Properties=species:S:1:pos:R:3:mulliken_charge:R:1
C 2.347 6.154 2.625 -0.316
C 2.565 5.443 1.527 -0.812
C 2.628 4.152 0.560 0.562
C 1.293 3.835 -0.275 -0.228
O 0.107 4.646 -0.215 -0.509
C 1.345 2.557 -1.187 0.252
C 2.625 1.625 -1.282 0.545
C 3.957 1.930 -0.506 0.607
C 5.258 0.992 -0.655 -0.909
C 5.155 -0.430 0.104 0.618
C 5.768 -1.557 -0.910 -1.172
F 6.062 -0.436 1.269 -0.361
C 3.939 3.235 0.431 0.251
C 5.225 3.699 1.290 -1.002
C 5.517 2.768 2.587 -0.193
C 4.601 3.117 3.868 -0.980
I 5.100 5.074 4.753 -0.029
C 2.250 0.390 -2.287 0.060
O 3.029 -0.456 -2.826 -0.589
N 0.796 0.583 -2.420 0.328
C -0.095 -0.616 -2.322 -0.864
C -0.224 -1.250 -0.844 -0.292
C -0.969 -0.311 0.244 -0.928
I -2.810 0.621 -0.457 -0.016
C 0.215 1.917 -2.177 -0.081
O -0.836 2.472 -2.627 -0.555
H 2.143 6.821 3.548 0.353
H 0.160 5.216 -1.030 0.345
H 6.141 1.565 -0.150 0.259
H 5.533 0.860 -1.777 0.482
H 4.089 -0.681 0.457 0.187
H 5.484 -2.617 -0.568 0.316
H 5.454 -1.337 -2.001 0.270
H 6.926 -1.412 -0.879 0.343
H 6.140 3.652 0.564 0.350
H 5.180 4.786 1.664 0.466
H 6.629 2.853 2.916 0.304
H 5.276 1.676 2.284 0.078
H 4.844 2.322 4.679 0.480
H 3.477 3.021 3.618 0.338
H 0.339 -1.460 -3.003 0.271
H -1.125 -0.351 -2.803 0.365
H -0.893 -2.202 -0.957 0.335
H 0.793 -1.576 -0.407 0.231
H -1.275 -1.018 1.122 0.502
H -0.223 0.445 0.726 0.370
C -4.725 -2.049 -3.645 -1.180
C -5.701 -2.468 -2.557 0.380
C -6.938 -1.583 -2.552 -1.292
O -5.057 -2.389 -1.288 -0.293
H -4.380 -1.022 -3.487 0.267
H -3.836 -2.687 -3.630 0.284
H -5.185 -2.114 -4.635 0.397
H -5.996 -3.510 -2.710 0.257
H -6.670 -0.539 -2.356 0.313
H -7.625 -1.888 -1.758 0.320
H -7.464 -1.634 -3.509 0.396
H -4.792 -1.469 -1.144 0.106
C -4.893 -5.206 2.069 -1.150
C -4.789 -3.826 2.697 0.358
C -6.039 -3.002 2.433 -0.970
O -3.654 -3.147 2.166 -0.516
H -5.002 -5.133 0.981 0.237
H -3.982 -5.783 2.257 0.314
H -5.747 -5.759 2.469 0.375
H -4.635 -3.924 3.776 0.272
H -6.188 -2.852 1.358 0.090
H -5.946 -2.008 2.880 0.292
H -6.928 -3.489 2.844 0.389
H -3.781 -3.055 1.210 0.321
```

Summary:
HOMO-LUMO gap, eV: 7.58
Energy above the lowest of the compared OMol25 structures with the same formula, charge and spin, kJ/mol: 980.5
Energy, eV: -57144.543
Structure (SMILES): C#Cc1c(O)c2c(c(C[C@@H](C)F)c1CCCI)C(=O)N(CCCI)C2=O.CC(C)O.CC(C)O
Highest occupied orbital energy, eV: -8.92

***

[4]
Computed, not measured: C9H20N2 in the gas phase at a distorted geometry, with the ωB97M-V functional and the def2-TZVPD basis.

```
31
Properties=species:S:1:pos:R:3:mulliken_charge:R:1
C -2.531 -1.504 0.350 -1.156
N -1.304 -0.693 0.285 0.401
C -0.054 -1.322 0.742 1.315
C 0.363 -2.571 -0.059 -1.516
C -0.205 -1.722 2.213 -1.936
C 1.147 -0.303 0.705 -1.134
N 1.188 0.389 -0.598 -0.389
C -0.012 1.220 -0.727 -1.301
C -1.291 0.396 -0.746 1.387
C -1.523 -0.193 -2.132 -1.616
C -2.390 1.429 -0.428 -1.885
H -2.445 -2.353 -0.318 0.419
H -2.742 -1.853 1.373 0.255
H -3.410 -0.931 0.024 0.343
H 0.417 -2.330 -1.124 0.336
H 1.372 -2.928 0.260 0.371
H -0.353 -3.407 0.027 0.358
H -0.946 -2.493 2.365 0.439
H 0.744 -2.114 2.640 0.382
H -0.483 -0.839 2.799 0.450
H 2.102 -0.837 0.871 0.404
H 1.062 0.424 1.510 0.384
H 1.195 -0.292 -1.352 0.353
H 0.072 1.783 -1.654 0.435
H -0.080 1.932 0.079 0.462
H -1.657 0.653 -2.791 0.475
H -2.417 -0.795 -2.176 0.349
H -0.675 -0.775 -2.454 0.365
H -2.218 2.344 -1.012 0.420
H -2.307 1.714 0.633 0.439
H -3.437 1.090 -0.651 0.391
```

Summary:
HOMO-LUMO gap, eV: 8.77
Energy above the lowest of the compared OMol25 structures with the same formula, charge and spin, kJ/mol: 0.0
Energy, eV: -12637.245
Structure (SMILES): CN1C(C)(C)CNCC1(C)C
Highest occupied orbital energy, eV: -7.91

***

[5]
Computed, not measured: 6 unconnected molecules or ions with the total composition C6H20O7 at a distorted geometry, with the ωB97M-V functional and the def2-TZVPD basis.

```
33
Properties=species:S:1:pos:R:3:mulliken_spin:R:1
O 1.937 -2.492 -0.106 0.010
C 2.346 -1.398 -0.343 0.002
O 3.323 -1.105 -1.247 0.001
C 1.926 -0.099 0.348 0.000
C 0.665 0.290 -0.395 0.078
C -0.644 -0.347 0.173 0.055
C -1.774 -1.813 -1.565 0.468
C -1.036 -1.679 -0.401 0.243
H 3.524 -1.876 -1.795 0.000
H 1.962 -0.310 1.409 -0.001
H 2.705 0.627 0.105 0.008
H 0.457 1.387 -0.360 -0.002
H 0.715 0.121 -1.472 0.000
H -0.473 -0.530 1.239 0.001
H -1.482 0.342 -0.006 0.043
H -2.111 -2.778 -1.886 0.029
H -2.414 -1.017 -1.987 0.046
H -0.745 -2.559 0.208 0.001
H 2.268 0.914 3.292 0.000
H 1.860 -0.528 3.238 0.000
O 1.948 0.200 3.859 0.000
H 0.019 0.032 -3.197 -0.006
H -0.802 -1.205 -3.860 -0.006
O -0.379 -0.354 -3.968 0.028
H -1.292 0.812 3.523 0.000
H -0.038 1.492 3.014 0.000
O -0.999 1.515 2.936 0.002
H -3.941 0.695 -0.708 0.000
H -3.584 1.390 -1.890 0.000
O -3.204 1.269 -1.003 0.001
H -0.698 2.739 0.353 0.000
H -0.151 3.240 1.698 0.000
O 0.112 3.026 0.796 0.001
```

Summary:
Charge: +1
HOMO-LUMO gap (spin up / spin down), eV: 9.22 / 5.40
2S+1: 2
Energy above the lowest of the compared OMol25 structures with the same formula, charge and spin, kJ/mol: 50.1
Energy, eV: -20868.564
Highest occupied orbital energy (spin up / spin down), eV: -14.20 / -14.17